1.
Entry from the Open Molecules 2025 dataset: a structure of composition C11H6O5PdS (ωB97M-V with the def2-TZVPD basis set).

Largest force on an atom (eV Å⁻¹): 0.90
Highest occupied orbital energy (eV): -15.36
Charge: +2
E (eV): -36032.2975
Lowest unoccupied orbital energy (eV): -13.24
Orbital gap (eV): 2.1

Cartesian coordinates (Å):
O1 5.464 0.475 0.774
C1 4.549 0.475 0.036
O2 4.557 0.081 -1.278
C2 3.291 -0.360 -1.614
O3 3.018 -1.160 -2.436
C3 2.355 0.293 -0.645
O4 1.049 0.324 -0.813
C4 0.287 -0.686 -0.187
O5 0.769 -1.691 0.194
C5 -1.137 -0.327 -0.096
C6 -2.032 -1.358 0.036
C7 -3.386 -1.051 0.117
C8 -3.850 0.280 0.118
C9 -2.942 1.301 -0.010
C10 -1.587 1.009 -0.112
C11 3.113 0.830 0.374
S1 2.652 1.699 1.708
H1 -1.689 -2.381 0.049
H2 -4.070 -1.900 0.186
H3 -4.905 0.492 0.202
H4 -3.283 2.324 -0.021
H5 -0.876 1.822 -0.176
H6 3.894 2.108 2.034
Pd1 -5.239 -2.597 1.558

---

2.
Entry from the Open Molecules 2025 dataset: a structure of composition C11H7N2O6Os at a distorted geometry (ωB97M-V with the def2-TZVPD basis set).

Largest force on an atom (eV Å⁻¹): 8.27
Highest occupied orbital energy (spin up / spin down) (eV): -19.42 / -21.00
Charge: +3
Relative energy (zero: lowest compared OMol25 entry of this formula, charge and spin) (eV): 0.041
E (eV): -29215.7422
Lowest unoccupied orbital energy (spin up / spin down) (eV): -12.53 / -14.98
Expectation value of S²: 6.024
Orbital gap (spin up / spin down) (eV): 6.9 / 6.0
Multiplicity: 5

Cartesian coordinates (Å):
O1 -1.160 2.931 -1.605
C1 -0.260 2.246 -1.836
Os1 0.027 -0.357 -3.183
C2 0.169 -1.995 -2.250
O2 0.235 -2.997 -1.655
C3 -0.261 -1.408 -4.825
O3 -0.450 -1.971 -5.814
C4 1.925 0.049 -3.096
O4 3.060 0.261 -2.959
C5 -1.816 -0.069 -2.848
O5 -2.962 0.060 -2.649
H1 0.840 2.132 -1.521
N1 0.711 0.646 4.719
C6 -0.199 -0.104 4.032
O6 -1.020 -0.818 4.605
C7 -0.129 -0.051 2.523
C8 0.875 0.628 1.820
C9 0.897 0.575 0.432
N2 -0.064 -0.040 -0.294
C10 -1.005 -0.702 0.368
C11 -1.077 -0.739 1.778
H2 0.620 0.662 5.724
H3 1.275 1.359 4.296
H4 1.679 1.202 2.322
H5 1.719 1.064 -0.108
H6 -1.764 -1.244 -0.220
H7 -1.864 -1.322 2.244

---

3.
Entry from the Open Molecules 2025 dataset: a structure of composition C11H7N2O6Ti at a distorted geometry (ωB97M-V with the def2-TZVPD basis set).

Largest force on an atom (eV Å⁻¹): 10.74
Highest occupied orbital energy (spin up / spin down) (eV): -18.76 / -18.42
Charge: +3
E (eV): -49863.0308
Lowest unoccupied orbital energy (spin up / spin down) (eV): -15.69 / -16.15
Orbital gap (spin up / spin down) (eV): 3.1 / 2.3

Cartesian coordinates (Å):
O1 -1.570 -4.608 -1.793
C1 -0.526 -4.149 -1.740
Ti1 0.852 -0.158 -2.438
O2 2.872 -1.997 -0.671
C2 2.063 -1.545 -1.369
C3 2.291 1.306 -2.225
O3 2.956 2.258 -2.055
C4 0.400 2.073 -3.587
O4 -0.477 2.665 -4.053
C5 1.688 -1.475 -4.155
O5 2.377 -1.930 -4.965
H1 -0.348 -1.388 -2.140
N1 -1.603 0.467 4.575
C6 -1.470 1.395 3.558
O6 -1.750 2.581 3.699
C7 -0.980 0.848 2.236
C8 -0.691 -0.497 1.945
C9 -0.200 -0.893 0.699
N2 0.066 0.012 -0.281
C10 -0.273 1.292 -0.046
C11 -0.741 1.743 1.187
H2 -1.795 0.846 5.505
H3 -1.138 -0.427 4.544
H4 -0.851 -1.269 2.690
H5 -0.043 -1.955 0.473
H6 -0.175 1.996 -0.884
H7 -0.935 2.810 1.292

---

4.
Entry from the Open Molecules 2025 dataset: a structure of composition C11H84NO30 at a distorted geometry (ωB97M-V with the def2-TZVPD basis set).

Largest force on an atom (eV Å⁻¹): 9.55
Highest occupied orbital energy (eV): -11.68
Charge: +1
Relative energy (zero: lowest compared OMol25 entry of this formula, charge and spin) (eV): 2.052
E (eV): -75669.0862
Lowest unoccupied orbital energy (eV): -2.76
Orbital gap (eV): 8.9

Cartesian coordinates (Å):
C1 4.333 -1.284 -0.680
C2 3.049 -0.966 -1.442
C3 1.896 -0.625 -0.392
C4 0.720 -0.001 -1.152
N1 -0.364 0.641 -0.267
C5 -1.377 1.283 -1.030
C6 -1.984 2.457 -0.190
C7 -1.042 2.702 0.867
C8 0.186 1.776 0.696
C9 -0.782 -0.452 0.647
C10 -1.600 -1.611 0.092
C11 -1.464 -2.984 0.760
H1 4.953 -0.394 -0.165
H2 5.073 -1.579 -1.428
H3 4.228 -2.044 0.227
H4 2.560 -1.808 -1.850
H5 3.114 -0.186 -2.135
H6 2.372 0.086 0.253
H7 1.596 -1.630 0.046
H8 0.319 -0.815 -1.831
H9 0.957 0.702 -1.870
H10 -1.979 0.643 -1.507
H11 -0.934 1.792 -1.676
H12 -3.172 2.276 0.046
H13 -1.869 3.394 -0.779
H14 -1.482 2.371 1.779
H15 -0.706 3.689 1.029
H16 0.618 1.414 1.640
H17 1.078 2.294 0.311
H18 -1.561 -0.040 1.288
H19 0.040 -0.794 1.424
H20 -1.169 -1.853 -0.910
H21 -2.499 -1.404 -0.102
H22 -2.257 -3.625 0.144
H23 -1.755 -3.005 1.904
H24 -0.499 -3.488 0.594
O1 1.582 2.573 4.434
H25 0.833 1.926 4.335
H26 2.004 2.546 5.369
O2 -3.887 2.740 -3.111
H27 -4.271 1.974 -2.595
H28 -4.023 2.696 -4.052
O3 -4.589 4.454 1.172
H29 -5.330 4.825 1.754
H30 -4.274 3.695 1.682
O4 1.722 -3.167 -4.205
H31 1.633 -4.077 -4.700
H32 2.046 -2.543 -4.834
O5 5.288 -1.323 -4.262
H33 5.601 -1.365 -5.094
H34 5.809 -0.518 -3.818
O6 -4.859 -1.952 2.462
H35 -4.051 -2.151 2.955
H36 -5.207 -1.330 3.041
O7 3.884 2.898 -1.096
H37 4.285 2.892 -0.205
H38 2.954 3.167 -0.955
O8 2.102 4.005 3.070
H39 3.057 3.810 3.272
H40 1.753 3.207 3.485
O9 1.324 2.963 -2.100
H41 0.622 2.960 -2.760
H42 1.178 3.766 -1.597
O10 4.100 0.309 2.865
H43 3.926 1.216 2.552
H44 3.486 0.274 3.530
O11 -4.477 0.442 1.140
H45 -4.691 -0.401 1.554
H46 -4.551 0.884 1.984
O12 5.843 -3.825 -2.520
H47 5.854 -4.514 -3.152
H48 5.373 -3.224 -2.937
O13 -2.295 -1.665 3.928
H49 -1.600 -2.231 3.804
H50 -2.569 -1.494 4.890
O14 -1.076 3.408 -3.386
H51 -0.815 2.651 -4.033
H52 -2.016 3.137 -3.070
O15 1.176 5.225 -0.490
H53 1.633 5.890 -0.125
H54 0.257 5.532 -0.262
O16 -2.720 -1.479 -3.567
H55 -3.328 -0.996 -3.160
H56 -3.199 -2.261 -3.789
O17 -0.087 -3.852 3.954
H57 -0.137 -4.296 4.855
H58 -0.740 -4.464 3.478
O18 -2.137 -5.869 2.671
H59 -1.745 -6.631 3.015
H60 -3.025 -6.118 2.756
O19 2.774 -5.338 -2.603
H61 3.539 -5.451 -3.289
H62 2.271 -4.531 -2.898
O20 1.557 -2.183 2.886
H63 1.014 -2.827 3.275
H64 2.058 -2.744 2.353
O21 -0.896 3.265 4.928
H65 -0.583 2.524 4.336
H66 -0.480 3.276 5.815
O22 0.071 -6.088 0.789
H67 -0.456 -6.043 1.453
H68 0.392 -7.027 0.948
O23 -1.256 6.319 -0.829
H69 -1.146 5.989 -1.723
H70 -2.077 6.520 -0.419
O24 -0.136 0.540 4.059
H71 -0.772 -0.071 3.775
H72 0.606 0.024 4.292
O25 -1.331 5.485 -3.628
H73 -0.503 5.395 -4.173
H74 -1.347 4.702 -3.163
O26 2.745 -4.842 1.920
H75 1.764 -4.910 1.651
H76 3.176 -5.417 1.443
O27 -5.557 3.700 -1.403
H77 -4.758 3.258 -2.068
H78 -5.356 3.653 -0.468
O28 -0.189 -5.197 -1.684
H79 -0.034 -5.576 -0.920
H80 0.434 -5.523 -2.244
O29 4.399 2.246 -3.911
H81 4.451 3.200 -4.057
H82 3.934 2.196 -2.991
O30 -4.522 0.250 -1.583
H83 -4.774 0.454 -0.661
H84 -5.182 -0.427 -1.730

---

5.
Entry from the Open Molecules 2025 dataset: an isolated molecule of C11H8Cl2N2O3 at a distorted geometry (ωB97M-V with the def2-TZVPD basis set).

Largest force on an atom (eV Å⁻¹): 1.63
Highest occupied orbital energy (eV): -8.71
Charge: 0
E (eV): -45703.4420
Lowest unoccupied orbital energy (eV): 0.30
SMILES string: Cc1noc(C(=O)Nc2cc(Cl)ccc2O)c1Cl
Orbital gap (eV): 9.0

Cartesian coordinates (Å):
C1 -3.802 -2.527 -0.544
C2 -2.699 -1.541 -0.586
N1 -1.490 -1.828 -0.985
O1 -0.735 -0.712 -0.901
C3 -1.484 0.303 -0.436
C4 -0.940 1.671 -0.293
O2 -1.646 2.650 -0.404
N2 0.400 1.775 -0.095
C5 1.329 0.782 0.247
C6 2.581 0.796 -0.353
C7 3.530 -0.153 -0.012
Cl1 5.080 -0.113 -0.772
C8 3.247 -1.128 0.927
C9 2.006 -1.134 1.539
C10 1.044 -0.185 1.224
O3 -0.164 -0.151 1.848
C11 -2.761 -0.164 -0.224
Cl2 -4.107 0.683 0.361
H1 -4.597 -2.215 -1.218
H2 -3.433 -3.503 -0.842
H3 -4.215 -2.576 0.461
H4 0.757 2.719 -0.177
H5 2.807 1.550 -1.090
H6 3.985 -1.869 1.185
H7 1.783 -1.883 2.285
H8 -0.211 -0.856 2.505

---

6.
Entry from the Open Molecules 2025 dataset: a structure of composition C11H8Cl4NO4 at a distorted geometry (ωB97M-V with the def2-TZVPD basis set).

Largest force on an atom (eV Å⁻¹): 3.47
Highest occupied orbital energy (eV): -2.06
Charge: -1
Relative energy (zero: lowest compared OMol25 entry of this formula, charge and spin) (eV): 2.092
E (eV): -71304.3502
Lowest unoccupied orbital energy (eV): 2.63
Orbital gap (eV): 4.7

Cartesian coordinates (Å):
Cl1 0.055 1.576 2.289
C1 0.567 -0.043 1.980
C2 0.750 -0.903 3.002
Cl2 0.398 -0.463 4.607
C3 1.417 -2.223 2.838
O1 1.873 -2.850 3.788
C4 1.631 -2.656 1.417
Cl3 2.307 -4.216 1.253
C5 1.444 -1.827 0.359
Cl4 1.936 -2.350 -1.213
C6 1.163 -0.330 0.609
O2 1.949 0.505 0.089
O3 0.815 3.211 -2.119
C7 0.895 3.704 -1.055
C8 -1.588 0.754 -0.101
C9 -2.479 0.888 -1.239
C10 -1.779 0.067 -2.328
C11 -0.441 -0.372 -1.771
N1 -0.376 0.210 -0.377
O4 0.959 4.191 0.007
H1 -1.764 1.255 0.841
H2 -3.466 0.495 -1.010
H3 -2.602 1.926 -1.564
H4 -2.373 -0.804 -2.603
H5 -1.610 0.660 -3.229
H6 -0.361 -1.457 -1.683
H7 0.406 0.021 -2.351
H8 0.273 1.032 -0.432

---

7.
Entry from the Open Molecules 2025 dataset: an isolated molecule of C11H8ClN3OS at a distorted geometry (ωB97M-V with the def2-TZVPD basis set).

Largest force on an atom (eV Å⁻¹): 3.55
Highest occupied orbital energy (eV): -8.88
Charge: 0
E (eV): -41410.6935
Lowest unoccupied orbital energy (eV): -0.57
SMILES string: O=C(/C=C/Sc1nnc[nH]1)c1ccc(Cl)cc1
Orbital gap (eV): 8.3

Cartesian coordinates (Å):
O1 -2.375 -0.827 -0.483
C1 -1.375 -0.105 -0.655
C2 -0.682 0.524 0.473
C3 -0.444 -0.148 1.677
S1 0.347 0.717 2.972
C4 1.251 -0.547 3.778
N1 1.651 -1.664 3.216
N2 2.225 -2.481 4.181
C5 2.188 -1.785 5.312
N3 1.581 -0.582 5.086
C6 -1.009 0.308 -1.999
C7 -1.994 0.292 -3.033
C8 -1.687 0.629 -4.379
C9 -0.390 1.071 -4.693
Cl1 0.006 1.558 -6.305
C10 0.605 1.144 -3.677
C11 0.295 0.721 -2.366
H1 -0.289 1.505 0.272
H2 -0.865 -1.144 1.898
H3 2.545 -2.161 6.278
H4 1.282 0.083 5.782
H5 -3.020 0.042 -2.799
H6 -2.443 0.515 -5.139
H7 1.588 1.563 -3.849
H8 1.010 0.773 -1.546

---

- Look up the largest force on an atom of the first one.
  0.90 eV Å⁻¹